1.
Entry from OMol25: a molecular structure, H23O12 (wB97M-V/def2-TZVPD).

XYZ file:
```
35
Properties=species:S:1:pos:R:3:forces:R:3
O -0.205 -0.174 -2.172 0.69 -0.16 0.25
H 1.074 -1.764 0.472 -0.45 -0.76 0.39
H -2.670 -0.127 1.876 2.32 -0.04 0.42
O 1.075 4.070 -2.182 -0.14 -0.29 -0.68
H 1.147 3.191 -2.595 0.02 0.59 0.39
H 1.809 4.105 -1.569 0.10 -0.21 0.25
O -4.478 0.921 -1.015 1.21 -0.41 0.63
H -3.768 0.726 -1.653 -0.60 0.18 -0.05
O -1.713 -0.291 2.190 -2.71 0.36 0.27
H 1.002 1.277 -1.695 0.27 0.07 0.91
H -1.857 -1.070 2.738 0.52 -0.19 0.11
O 0.619 -2.106 1.319 0.55 0.43 -0.54
H 0.002 2.142 2.143 0.99 1.36 -2.62
H -1.404 0.193 -1.026 -0.27 -0.60 -0.03
O -1.412 -4.595 0.386 -1.40 0.84 -0.26
H 1.203 -0.648 4.072 -0.05 0.58 -0.69
H -3.930 0.691 -0.222 -0.72 0.27 -0.72
O 1.496 1.388 -0.846 -0.38 -0.68 -0.39
H 1.649 0.425 -0.645 0.22 1.10 -0.24
H -0.650 -4.407 0.931 0.29 0.51 0.16
O 4.018 0.179 -2.297 -0.87 -1.05 0.48
H 4.806 0.441 -1.818 -0.15 -0.13 0.30
H 3.435 -0.382 -1.692 0.92 1.09 -0.83
O 0.365 2.702 1.357 -1.14 -0.75 3.03
H 0.494 2.132 0.593 0.23 -0.54 -0.42
H -1.381 -0.312 0.368 0.32 -0.43 0.76
O 0.391 -0.363 4.483 -0.45 -0.73 1.54
H -0.872 -0.748 -2.560 0.32 -0.20 0.06
H 1.706 -1.951 -1.649 0.28 -0.18 0.14
O 1.662 -1.286 -0.955 -0.55 0.12 -0.22
H -0.133 0.312 4.059 0.48 0.09 -0.86
H -1.960 -3.762 0.379 1.20 -1.19 0.05
O -1.993 -0.250 -0.356 -0.44 0.80 -0.75
H 0.597 -0.765 -1.453 -0.41 0.19 -1.08
H 0.796 -1.383 1.926 -0.23 -0.04 0.24
```
Forces are in eV/Å.

Computed properties:
energy	-916.7201	hartree
energy above the lowest of the compared OMol25 structures with the same formula, charge and spin	64.2	kcal per mole
total charge	-1
HOMO level	-6.86	eV



2.
Entry from OMol25: a gas-phase ion, C18H24NO2 (charge +1) (wB97M-V/def2-TZVPD).

XYZ file:
```
45
Properties=species:S:1:pos:R:3:forces:R:3
C 1.496 0.529 -6.760 -0.04 -0.11 -0.25
H 2.115 -0.366 -6.865 -0.02 0.02 0.02
H 0.446 0.273 -6.932 0.04 0.00 0.02
O 1.680 1.139 -5.501 0.07 0.18 0.26
C 1.400 0.438 -4.384 -0.08 -0.15 0.21
C 0.891 -0.856 -4.351 0.13 0.28 -0.32
C 0.634 -1.485 -3.141 -0.04 -0.12 0.44
C 0.895 -0.830 -1.954 -0.03 0.15 -0.06
C 1.396 0.470 -1.974 -0.08 -0.22 0.02
C 1.646 1.095 -3.172 -0.05 -0.07 -0.22
H 2.043 2.096 -3.202 0.06 0.14 0.01
H 1.605 0.968 -1.040 0.06 0.07 0.12
O 0.675 -1.356 -0.674 0.22 0.22 -0.13
C 0.290 -2.715 -0.525 -0.15 -0.51 -0.09
H 0.768 -3.338 -1.283 0.02 0.06 0.06
H 0.679 -3.016 0.453 -0.02 -0.02 -0.10
C -1.235 -2.881 -0.556 0.34 0.29 0.12
C -1.884 -2.133 0.606 -0.15 -0.73 -0.13
N -1.589 -0.682 0.488 0.35 0.22 -0.34
H -2.193 -0.274 -0.231 0.16 -0.07 0.07
C -1.691 0.103 1.745 0.05 0.26 0.53
C -0.491 -0.138 2.659 -0.16 0.14 0.06
C -0.568 0.811 3.833 0.04 -0.11 -0.08
C -1.220 0.435 4.999 0.02 0.00 -0.04
C -1.312 1.314 6.063 -0.05 0.00 0.05
C -0.756 2.578 5.969 0.00 0.02 0.04
C -0.106 2.960 4.807 0.00 0.07 -0.02
C -0.015 2.081 3.743 -0.01 -0.04 0.00
H 0.502 2.381 2.842 0.08 0.04 -0.11
H 0.333 3.943 4.731 0.04 0.09 0.00
H -0.825 3.262 6.800 0.00 0.07 0.08
H -1.816 1.010 6.968 -0.04 -0.03 0.09
H -1.650 -0.554 5.081 -0.04 -0.13 0.02
H 0.431 0.041 2.103 0.05 -0.06 -0.04
H -0.483 -1.163 3.029 0.05 -0.05 -0.06
H -1.729 1.163 1.484 -0.05 -0.11 -0.10
H -2.621 -0.157 2.256 0.00 0.00 -0.14
H -0.589 -0.649 0.120 -0.59 0.18 0.05
H -1.464 -2.490 1.547 -0.06 0.13 0.00
H -2.965 -2.290 0.626 0.08 0.17 0.08
H -1.476 -3.941 -0.479 -0.06 -0.02 0.00
H -1.630 -2.515 -1.506 -0.04 -0.06 -0.06
H 0.241 -2.490 -3.164 -0.04 -0.10 0.02
H 0.688 -1.396 -5.261 -0.01 -0.02 -0.11
H 1.809 1.271 -7.492 -0.04 -0.10 0.02
```
Forces are in eV/Å.

Computed properties:
energy	-905.2872	hartree
SMILES string	COc1ccc(OCCC[NH2+]CCc2ccccc2)cc1
energy above the lowest of the compared OMol25 structures with the same formula, charge and spin	18.4	kcal per mole
total charge	+1
HOMO level	-11.01	eV



3.
Entry from OMol25: a molecular structure, C16H18B2BaN6O2 (wB97M-V/def2-TZVPD).

XYZ file:
```
45
Properties=species:S:1:pos:R:3:forces:R:3
H 1.818 -1.452 -1.939 -0.07 0.09 -0.01
N 0.550 0.245 -1.807 -0.03 -0.05 -1.31
B -0.934 2.245 -2.360 0.33 -0.35 0.81
N -0.076 1.018 -2.772 0.73 -0.95 0.82
C 0.212 0.551 -3.998 0.35 -0.46 0.70
Ba 0.444 0.433 0.970 -0.22 -0.01 0.42
H -0.204 1.037 -4.865 0.08 -0.08 -0.06
C 1.047 -0.555 -3.853 -0.16 0.22 0.08
H 1.454 -1.156 -4.637 0.12 -0.17 -0.23
C 1.234 -0.710 -2.467 -0.97 1.21 -0.51
H -1.340 2.831 -3.327 0.03 -0.01 0.04
C 0.309 1.564 3.524 0.05 -0.58 -0.88
H 0.785 0.746 4.103 -0.20 0.54 0.17
H -0.747 1.710 3.807 0.48 0.11 0.22
H 0.902 2.491 3.537 -0.24 -0.18 0.42
N -0.027 3.155 -1.478 0.62 -0.28 1.11
N -2.115 1.748 -1.478 0.04 -0.68 1.15
N 0.526 2.685 -0.283 0.36 2.66 -1.01
N -1.871 1.088 -0.280 -1.52 0.32 -0.66
C 0.366 4.420 -1.718 0.27 -0.55 0.83
C -3.440 1.858 -1.693 0.32 -0.47 0.80
H 0.029 4.927 -2.614 0.10 -0.03 0.22
H -3.801 2.339 -2.594 -0.01 -0.09 0.24
C 1.193 4.828 -0.668 -0.31 -0.43 -0.23
C -4.104 1.263 -0.616 0.41 0.12 -0.24
C 1.261 3.726 0.209 -0.93 -0.37 -1.37
C -3.085 0.799 0.242 0.42 0.71 -1.35
H 1.663 5.787 -0.577 0.08 0.09 0.12
H -5.166 1.183 -0.485 -0.10 -0.01 0.05
H 1.795 3.662 1.153 -0.21 -0.16 -0.17
H -3.190 0.287 1.192 0.12 0.10 -0.14
H 0.763 -2.370 0.499 0.48 -0.34 1.24
O 0.454 -2.943 2.771 0.56 0.67 -1.45
B 1.199 -2.792 1.585 0.73 0.23 0.70
O 2.549 -3.182 1.787 -1.44 0.33 -0.93
C 2.511 -3.932 2.938 -1.89 -0.58 0.68
C 3.221 -5.098 3.152 0.08 -0.35 0.26
C 2.646 -6.040 4.024 0.22 0.18 0.05
C 1.455 -5.774 4.705 -0.17 0.45 0.57
C 0.751 -4.572 4.534 0.14 -0.20 0.30
C 1.255 -3.720 3.584 1.27 -0.81 -1.20
H 4.114 -5.343 2.570 -0.35 0.17 0.20
H 3.123 -7.017 4.143 -0.13 0.43 0.02
H 1.023 -6.499 5.391 0.28 0.01 -0.18
H -0.186 -4.314 5.039 0.28 -0.47 -0.31
```
Forces are in eV/Å.

Computed properties:
energy	-1174.8102	hartree
HOMO level	-5.95	eV



Q: The highest HOMO level belongs to which entry?
A: C16H18B2BaN6O2



Q: Among the records above, which one has the lowest HOMO level?
A: C18H24NO2